1.
{
  "formula": "C2H32O13S",
  "method": "ωB97M-V/def2-TZVPD",
  "e_homo_ev": -9.52,
  "multiplicity": 1,
  "e_lumo_ev": -0.036,
  "species": ["C", "C", "S", "H", "H", "H", "H", "H", "H", "H", "H", "O", "H", "H", "O", "H", "H", "O", "H", "H", "O", "H", "H", "O", "H", "H", "O", "H", "H", "O", "H", "H", "O", "H", "H", "O", "H", "H", "O", "H", "H", "O", "H", "H", "O", "H", "H", "O"],
  "coordinates": [[0.554, -2.331, -0.561], [1.802, -2.609, -1.422], [2.244, -1.253, -2.588], [0.710, -2.581, 0.489], [-0.255, -2.941, -0.933], [0.271, -1.292, -0.594], [2.628, -2.570, -0.720], [1.830, -3.585, -1.896], [1.187, -1.308, -3.382], [2.280, 1.417, 3.869], [1.325, 1.625, 2.696], [1.431, 1.108, 3.512], [0.000, 0.970, -0.257], [-1.042, 0.099, 0.533], [-0.905, 0.653, -0.285], [-1.660, 2.753, -0.468], [-1.639, 4.311, -0.455], [-1.106, 3.523, -0.267], [-3.671, 0.911, 1.241], [-3.592, -0.018, -0.003], [-4.174, 0.621, 0.471], [3.352, 1.663, 0.810], [2.736, 2.959, 1.423], [3.115, 2.110, 1.644], [-0.535, -3.794, 2.421], [0.159, -2.301, 2.903], [-0.602, -2.849, 2.632], [2.453, -1.513, 3.060], [1.505, -0.512, 2.587], [1.736, -1.448, 2.417], [-2.516, -1.893, -0.236], [-2.604, -1.442, -1.791], [-3.033, -1.399, -0.901], [-0.730, -1.203, -3.370], [-1.967, -0.230, -3.013], [-1.648, -1.170, -3.114], [-1.062, -0.065, 2.563], [-1.737, -1.416, 2.263], [-1.734, -0.464, 2.001], [3.214, 2.541, -1.051], [2.767, 1.055, -1.095], [3.527, 1.635, -0.979], [0.504, 3.181, -0.704], [0.610, 2.482, -2.011], [1.190, 2.809, -1.314], [-3.046, 1.535, -2.156], [-1.764, 0.858, -1.603], [-2.112, 1.366, -2.363]],
  "mulliken_charge": [-0.060, -0.716, -0.143, 0.152, 0.341, -0.135, 0.288, 0.422, 0.021, 0.295, 0.365, -0.685, 0.082, 0.137, 0.075, 0.277, 0.278, -0.651, 0.300, 0.378, -0.665, 0.389, 0.277, -0.644, 0.264, 0.359, -0.681, 0.264, 0.404, -0.619, 0.257, 0.413, -0.744, 0.179, 0.495, -0.715, 0.236, 0.307, -0.542, 0.314, 0.331, -0.735, 0.364, 0.241, -0.606, 0.377, 0.289, -0.835]
}

=====

2.
{
  "formula": "C2H36F6N2O28S4Zn",
  "method": "ωB97M-V/def2-TZVPD",
  "e_homo_ev": -1.99,
  "multiplicity": 1,
  "charge": -2,
  "e_lumo_ev": 2.662,
  "species": ["Zn", "N", "H", "H", "H", "H", "S", "O", "O", "O", "O", "S", "O", "O", "O", "O", "C", "F", "F", "F", "S", "O", "O", "N", "S", "O", "O", "C", "F", "F", "F", "O", "H", "H", "O", "H", "H", "O", "H", "H", "O", "H", "H", "O", "H", "H", "O", "H", "H", "O", "H", "H", "O", "H", "H", "O", "H", "H", "O", "H", "H", "O", "H", "H", "O", "H", "H", "O", "H", "H", "O", "H", "H", "O", "H", "H", "O", "H", "H"],
  "coordinates": [[-6.211, 7.356, -1.969], [-7.467, 10.373, 1.778], [-7.731, 9.909, 2.635], [-6.564, 10.029, 1.483], [-7.250, 11.312, 2.081], [-8.192, 10.382, 1.076], [-4.591, 9.541, -0.198], [-5.632, 8.649, -0.622], [-4.965, 10.127, 1.019], [-3.322, 8.844, 0.079], [-4.378, 10.612, -1.160], [-7.398, 9.650, -4.115], [-6.590, 10.855, -4.135], [-7.398, 9.158, -5.475], [-6.828, 8.688, -3.242], [-8.773, 9.923, -3.652], [-8.544, 6.978, 0.924], [-8.782, 5.629, 0.921], [-9.225, 7.676, 1.837], [-7.237, 7.212, 1.132], [-9.042, 7.549, -0.863], [-10.453, 7.354, -0.916], [-8.609, 8.947, -0.888], [-7.910, 6.525, -1.845], [-9.007, 5.600, -2.524], [-9.725, 4.772, -1.576], [-9.790, 6.196, -3.619], [-7.752, 4.363, -3.403], [-6.999, 3.879, -2.498], [-8.420, 3.367, -4.004], [-6.963, 4.967, -4.385], [-11.345, 9.991, 1.177], [-11.935, 10.138, 0.437], [-11.044, 9.089, 1.069], [-12.862, 5.086, -2.516], [-13.587, 5.565, -2.113], [-12.254, 4.921, -1.796], [-5.650, 1.120, -3.850], [-6.091, 1.566, -4.573], [-4.959, 1.726, -3.580], [-9.602, 1.517, -5.434], [-9.751, 0.741, -5.974], [-8.680, 1.731, -5.570], [-5.181, 4.054, -6.635], [-5.752, 4.801, -6.814], [-4.860, 3.786, -7.496], [-9.093, 6.854, -6.300], [-8.741, 7.665, -5.934], [-9.509, 6.417, -5.557], [-5.311, 5.971, -0.710], [-4.688, 5.602, -1.336], [-5.149, 5.490, 0.102], [-11.787, 4.450, 0.078], [-12.248, 3.739, 0.524], [-10.925, 4.086, -0.127], [-12.582, 9.089, -1.530], [-12.007, 8.465, -1.088], [-12.005, 9.567, -2.126], [-8.517, 2.520, -0.011], [-7.619, 2.843, 0.058], [-8.487, 1.875, -0.718], [-5.915, 1.537, -1.131], [-6.033, 1.220, -2.026], [-4.987, 1.765, -1.076], [-10.139, 11.681, -2.196], [-10.229, 12.197, -2.997], [-9.709, 10.873, -2.478], [-10.956, 9.184, -4.257], [-10.726, 8.336, -4.637], [-10.137, 9.510, -3.883], [-7.987, 5.381, 3.750], [-8.510, 4.978, 3.057], [-8.346, 5.022, 4.561], [-11.904, 3.165, -5.251], [-12.163, 3.300, -6.162], [-10.979, 2.922, -5.297], [-12.233, 6.708, 1.823], [-11.964, 6.196, 1.061], [-11.906, 6.211, 2.573]],
  "mulliken_charge": [-0.005, -0.131, 0.367, 0.170, 0.433, 0.170, 1.456, -0.079, -1.019, -0.839, -0.752, 0.677, -0.782, -0.874, -0.419, -0.801, 0.243, -0.035, -0.180, -0.236, -0.019, 0.405, -0.191, 0.624, 0.574, -0.024, -0.444, 0.024, -0.098, -0.063, -0.204, -0.689, 0.398, 0.263, -0.630, 0.290, 0.282, -0.697, 0.290, 0.320, -0.585, 0.242, 0.301, -0.597, 0.333, 0.271, -0.700, 0.430, 0.353, -0.100, 0.190, 0.195, -0.641, 0.239, 0.279, -0.766, 0.251, 0.378, -0.562, 0.247, 0.277, -0.592, 0.408, 0.252, -0.697, 0.303, 0.357, -0.758, 0.272, 0.650, -0.569, 0.281, 0.280, -0.579, 0.276, 0.322, -0.622, 0.346, 0.261]
}

=====

3.
{
  "formula": "C2H39O17S",
  "method": "ωB97M-V/def2-TZVPD",
  "e_homo_ev": -4.40,
  "multiplicity": 1,
  "charge": -1,
  "e_lumo_ev": 2.252,
  "species": ["C", "C", "S", "H", "H", "H", "H", "H", "H", "H", "O", "H", "H", "O", "H", "H", "O", "H", "H", "O", "H", "H", "O", "H", "H", "O", "H", "H", "O", "H", "H", "O", "H", "H", "O", "H", "H", "O", "H", "H", "O", "H", "H", "O", "H", "H", "O", "H", "H", "O", "H", "H", "O", "H", "H", "O", "H", "H", "O"],
  "coordinates": [[-1.469, 0.422, 0.958], [-2.285, 1.725, 0.926], [-1.941, 2.720, -0.622], [-1.898, -0.082, 1.846], [-0.413, 0.690, 0.889], [-1.707, -0.153, 0.059], [-2.135, 2.428, 1.739], [-3.344, 1.487, 0.864], [3.738, -0.418, -1.296], [3.546, -2.077, -1.021], [3.450, -1.293, -1.581], [0.996, -2.304, -1.776], [1.725, -1.013, -1.501], [0.798, -1.376, -1.531], [0.003, 4.209, -0.854], [0.976, 4.071, -1.903], [0.947, 4.440, -0.983], [0.561, -3.529, -0.460], [1.350, -4.602, -0.751], [0.703, -4.068, -1.241], [2.692, 1.846, 0.004], [4.158, 1.829, -0.780], [3.403, 1.294, -0.424], [-4.066, 1.465, -1.327], [-3.864, 0.332, -2.343], [-4.356, 0.548, -1.493], [0.606, 1.678, 3.886], [1.119, 3.141, 3.736], [1.173, 2.344, 4.291], [-0.532, 3.126, -3.025], [0.803, 2.478, -3.468], [0.381, 3.317, -3.258], [-3.325, -3.818, 1.442], [-2.938, -2.383, 1.087], [-2.659, -3.164, 1.617], [-4.295, -0.482, -0.258], [-5.336, -1.150, 0.730], [-4.412, -1.150, 0.472], [-4.337, -2.453, -0.523], [-3.835, -2.903, -1.912], [-4.408, -3.204, -1.177], [0.703, 2.592, 1.128], [1.573, 3.436, 0.214], [1.623, 2.832, 1.020], [1.943, -1.621, 3.057], [2.954, -0.487, 2.909], [2.847, -1.491, 2.754], [-2.437, 0.615, -3.724], [-1.873, -0.415, -2.849], [-2.614, -0.294, -3.486], [2.979, -4.154, 1.445], [1.571, -3.737, 1.785], [2.091, -4.153, 1.104], [3.059, 1.494, 2.159], [2.896, 1.430, 3.687], [3.376, 1.027, 2.954], [3.511, -2.314, 1.412], [4.628, -1.645, 0.721], [4.212, -2.498, 0.737]],
  "mulliken_charge": [-0.263, -0.845, -0.645, 0.243, 0.084, -0.050, 0.370, 0.378, 0.343, 0.422, -0.737, 0.386, 0.377, -0.651, 0.185, 0.547, -0.826, 0.338, 0.332, -0.697, 0.429, 0.270, -0.638, 0.226, 0.437, -0.768, 0.340, 0.321, -0.693, 0.243, 0.342, -0.711, 0.321, 0.363, -0.680, 0.477, 0.250, -0.666, 0.359, 0.319, -0.692, 0.179, 0.449, -0.651, 0.269, 0.354, -0.689, 0.310, 0.367, -0.711, 0.276, 0.270, -0.607, 0.317, 0.389, -0.721, 0.549, 0.249, -0.742]
}

=====

4.
{
  "formula": "C2H3BCl2O2",
  "method": "ωB97M-V/def2-TZVPD",
  "e_homo_ev": -9.68,
  "multiplicity": 1,
  "e_lumo_ev": 0.132,
  "species": ["B", "C", "C", "O", "O", "Cl", "Cl", "H", "H", "H"],
  "coordinates": [[-0.461, 0.500, 0.520], [0.089, -0.784, -0.163], [0.936, -0.988, -1.151], [-0.065, 1.687, 0.000], [-1.275, 0.361, 1.586], [1.462, -2.533, -1.680], [1.630, 0.303, -2.059], [-0.348, -2.194, 0.507], [-0.373, 2.484, 0.436], [-1.595, 1.163, 2.004]],
  "mulliken_charge": [0.589, -0.540, 0.617, -0.483, -0.530, -0.172, -0.149, 0.136, 0.258, 0.273]
}

=====

HOMO-LUMO gap for every record listed, in sequence, given in Ha: 0.349 0.171 0.244 0.361.